Density functional theory data (ωB97M-V with the def2-TZVPD basis set) for a 12-piece molecular cluster, C72H204N28O8P8 overall at a distorted geometry.

```
320
Properties=species:S:1:pos:R:3:forces:R:3
C 4.2553 4.9549 -3.2314 0.2774 -0.9880 0.2924
N 2.8530 5.1862 -3.1843 -0.7573 0.0736 -0.3622
C 2.2593 5.8226 -4.3542 -0.3837 -1.5626 -1.0623
P 1.8857 4.7490 -1.9147 1.0436 0.6164 0.5608
O 0.5653 5.3217 -2.0821 -1.7800 1.2733 -0.3115
N 1.6441 3.1503 -1.6426 0.9371 -0.5803 0.1488
C 0.5989 2.4761 -2.4236 1.0869 -0.9747 -0.9787
C 2.8048 2.3061 -1.4286 -0.0734 -0.9754 0.0492
N 2.8554 5.2589 -0.6394 -0.1471 -0.7270 -0.5815
C 2.5521 4.8711 0.7032 -2.2659 -1.3595 -0.2719
C 3.4434 6.5578 -0.6616 0.1759 1.9577 0.1624
H 4.6117 4.6364 -2.2661 0.1742 0.1605 0.5234
H 4.7703 5.8350 -3.5289 0.6122 0.9444 -0.2444
H 4.5692 4.1528 -3.8839 -0.1394 -0.3000 -0.6434
H 1.3346 6.3260 -4.0764 0.0422 -0.1814 -0.1271
H 2.0723 5.0590 -5.1967 -0.0094 0.9685 1.1420
H 2.9464 6.5275 -4.7917 0.4051 0.4800 0.0707
H 0.3029 1.5684 -1.8709 -0.2914 0.5736 0.0215
H -0.2106 3.1814 -2.6554 0.2563 -0.4684 0.1115
H 1.0915 2.0333 -3.3791 -0.8644 0.9475 1.0054
H 2.5650 1.4736 -0.7385 0.0129 0.4527 -0.1563
H 3.1257 1.8271 -2.3594 -0.1389 -0.0379 -0.1904
H 3.6898 2.8189 -1.0601 -0.2586 0.3798 0.2132
H 2.4918 3.7742 0.7894 -0.1787 0.3570 0.0329
H 3.2892 5.1945 1.3589 1.6123 0.6341 1.1379
H 1.5978 5.3181 1.0555 0.2466 -0.2852 -0.0920
H 2.7895 7.3693 -0.2246 0.1895 -0.7611 -0.4790
H 3.7362 6.8917 -1.6675 -0.1369 -0.2391 0.4030
H 4.3234 6.5721 -0.0054 0.0946 -0.1360 -0.2770
C -1.0820 -4.4582 -0.4531 0.2227 0.9953 0.4433
N -2.3066 -5.1834 -0.7489 0.1253 1.5214 -1.3984
C -2.4165 -5.1292 -2.2178 -0.9273 -1.0379 0.1131
P -2.4167 -6.6313 -0.0004 -1.2050 -1.2126 0.2147
O -1.3749 -7.6586 -0.2585 -0.3418 0.4300 0.4390
N -2.5044 -6.0590 1.5608 0.2918 -0.6596 0.9640
C -3.0463 -4.7553 1.9511 -0.0727 -0.6524 -0.0030
C -2.2209 -6.9832 2.7058 -1.3234 0.2751 -1.4127
N -3.9479 -7.2551 -0.4439 0.9379 -0.2384 -0.7695
C -3.9562 -8.3005 -1.5105 -0.6663 -0.2004 1.0234
C -5.0907 -6.3379 -0.5016 0.1707 -0.3891 0.7182
H -0.2239 -5.0345 -0.7477 0.6846 -0.3458 -0.0710
H -0.9842 -4.1932 0.6085 -0.0887 -0.1417 -0.2935
H -1.0290 -3.5307 -1.0552 -0.2796 -0.4243 0.3398
H -2.2718 -4.1317 -2.5620 -0.1256 0.9114 -0.0306
H -3.3853 -5.4822 -2.6129 0.4634 -0.0250 0.3287
H -1.5847 -5.6654 -2.6375 0.2940 -0.5683 -0.5522
H -3.8555 -4.9773 2.6799 0.1010 0.6378 -0.4984
H -2.2782 -4.1652 2.4609 0.0156 0.0117 0.1360
H -3.3555 -4.1841 1.0541 -0.1127 -0.4299 0.7222
H -2.0651 -7.9612 2.2698 0.6726 -0.1918 0.1251
H -1.4250 -6.6180 3.3213 0.6730 -0.0197 0.1376
H -3.0836 -7.1222 3.3632 -0.3052 0.3625 -0.1184
H -4.9085 -8.8702 -1.4891 0.2136 0.5559 0.1564
H -3.8547 -7.8898 -2.5086 0.1790 0.1564 -0.2780
H -3.1974 -9.0562 -1.3127 0.2471 0.3789 -0.0704
H -6.0001 -6.9663 -0.3722 0.3485 0.6863 0.2705
H -5.1936 -5.8400 -1.4710 0.1016 0.1043 -0.0075
H -4.9445 -5.5671 0.3048 -0.5996 -0.8000 -0.7773
C -3.8621 3.5422 -2.9206 -0.9247 -0.7090 -0.6124
N -4.9072 4.1027 -2.0938 -0.7770 -0.6912 -1.5253
C -6.2737 3.5738 -2.2865 1.0926 -0.7911 -0.4715
P -4.6277 5.1511 -0.8988 0.7856 0.5572 0.6472
O -5.8863 5.7786 -0.4635 -0.0535 0.2138 0.3025
N -3.8715 4.3234 0.3214 0.3460 0.2476 0.4035
C -4.2336 4.4852 1.7246 1.3172 -0.1975 -0.2354
C -2.6085 3.6058 0.1420 -1.0965 -0.0974 -0.6901
N -3.4259 6.1002 -1.5790 0.3699 -0.2348 1.3787
C -2.3078 6.6406 -0.7736 0.0391 -1.4640 -0.7796
C -3.7755 6.8308 -2.7561 -1.4268 -0.8069 -0.5458
H -2.9548 4.1263 -2.8222 0.1627 -0.1355 -0.0435
H -4.2007 3.5276 -3.9721 0.1996 0.3297 0.1184
H -3.7163 2.4725 -2.7054 0.3747 0.1090 0.2553
H -6.4490 2.7350 -1.5727 -0.1333 0.3448 -0.6193
H -6.3324 3.2146 -3.3600 -0.1797 0.3257 1.2249
H -6.9817 4.3669 -2.0978 -0.2377 0.0515 -0.0015
H -3.2962 4.6788 2.2519 0.0447 0.2381 0.3176
H -4.8787 5.3144 1.8841 -0.7270 0.5535 -0.0179
H -4.6275 3.5786 2.1606 -0.4401 -0.3889 -0.0277
H -2.6336 2.7700 0.8098 0.0119 -0.7441 0.3455
H -2.5388 3.2259 -0.8785 0.1563 0.0087 0.1693
H -1.7111 4.1588 0.3697 0.3527 0.6414 0.1015
H -1.3415 6.1869 -1.0994 -0.6278 0.0805 0.4995
H -2.2314 7.6599 -1.0123 0.0785 1.6355 0.0047
H -2.5036 6.5227 0.2889 0.1682 -0.0587 0.0544
H -4.5061 7.6224 -2.6227 -0.0829 0.3822 0.3756
H -4.2515 6.1232 -3.4337 -0.1330 0.0233 -0.2587
H -2.9502 7.2115 -3.2870 1.3502 0.4928 -0.3753
C -3.7712 -1.1979 -4.6516 0.1161 2.1167 -0.5886
N -5.1584 -1.0313 -4.3138 -0.3134 0.5940 -0.9283
C -5.8322 0.2072 -4.7298 -0.0194 -1.1684 0.2656
P -5.7556 -2.1510 -3.3196 0.1914 -0.9094 0.6624
O -5.4043 -3.5187 -3.7017 1.0386 -1.0891 -0.0683
N -5.3587 -1.7500 -1.7773 0.5881 -1.7744 0.5981
C -5.3594 -0.3949 -1.4262 -0.6877 2.1361 0.1249
C -4.8250 -2.7544 -0.8920 1.0746 -0.4149 -0.2626
N -7.3385 -1.9193 -3.2945 -2.9604 0.5069 -0.3894
C -8.0774 -2.2341 -2.0638 -1.0793 -0.6684 -1.3536
C -8.0623 -2.3350 -4.5101 -0.6844 1.3835 0.7267
H -3.5785 -1.5147 -5.6762 -0.3136 0.0410 -0.0875
H -3.2452 -1.8441 -4.0055 0.2627 -1.0228 0.8157
H -3.3135 -0.2096 -4.4697 0.2512 -0.2651 -0.4188
H -5.1523 0.7388 -5.3570 0.4014 0.4697 -0.5180
H -6.0524 0.8050 -3.8619 -0.2674 0.4915 0.1403
H -6.7509 -0.0001 -5.2879 0.1526 0.1370 0.1181
H -5.8247 -0.1298 -0.4247 0.8553 -0.5429 -0.8553
H -4.3506 0.0612 -1.5828 -0.6285 0.0752 0.5680
H -6.0532 0.0624 -2.1552 0.4186 0.3849 0.5313
H -3.7870 -2.4604 -0.5669 -0.6557 -0.5887 -0.4075
H -5.3821 -2.9483 0.0223 -0.5117 0.4008 0.1110
H -4.8625 -3.7009 -1.4625 0.6035 0.4613 0.4320
H -8.1936 -3.3222 -1.9444 0.4683 0.0022 0.2572
H -7.5897 -1.7893 -1.2187 -0.2118 0.1787 0.4249
H -9.1336 -1.9321 -2.2265 0.6560 0.4519 0.4103
H -9.0759 -1.8816 -4.4893 0.4172 -0.4062 0.1250
H -8.1308 -3.3999 -4.6278 0.0253 -0.6209 -0.0012
H -7.5928 -1.8888 -5.3644 0.4386 -0.0831 -0.5774
C -0.3762 4.6362 3.5457 -1.0728 0.1078 -0.6061
N 0.3679 4.7413 4.7997 0.8708 -0.7079 -1.8637
C 1.7349 4.2099 4.4813 -0.5344 1.8872 0.6659
P -0.4900 4.7227 6.2073 0.7199 0.0820 0.4603
O -1.1013 3.4431 6.5747 -0.4083 -0.6005 0.5923
N 0.6197 5.2344 7.3539 -0.1861 -0.7495 -0.3334
C 0.6958 4.5694 8.6308 -0.8454 -0.1689 0.4668
C 1.4100 6.4314 7.2699 -0.8623 0.4712 0.4338
N -1.6629 5.8762 5.9525 0.2012 0.0969 0.2212
C -1.2973 7.1423 5.3514 -0.4445 0.1620 0.3715
C -2.7082 6.0631 6.9762 0.0315 -0.6479 -0.7655
H -0.1118 3.7297 2.9716 -0.1195 0.1899 0.4567
H -0.1902 5.4689 2.8461 0.1234 0.0388 0.3606
H -1.4637 4.6073 3.7203 0.4648 0.0782 -0.0287
H 2.3269 4.0487 5.3607 0.1580 0.0407 0.5970
H 2.2108 5.0246 3.8967 0.0638 -0.6389 0.0888
H 1.7279 3.2955 3.8989 -0.3314 -0.1952 -0.0890
H 1.6981 4.2508 8.8920 0.4755 -0.1773 -0.2658
H 0.4171 5.2780 9.4411 -0.2614 -0.4695 -0.2616
H 0.0376 3.6805 8.5778 0.3227 0.5718 0.4161
H 0.9964 7.2205 7.9675 0.4963 -0.5038 -0.7733
H 2.4165 6.1892 7.5777 0.5056 0.1455 0.0794
H 1.4123 6.7621 6.2386 0.1243 0.4143 -0.0625
H -1.1311 7.9289 6.0848 0.2272 0.0979 0.3647
H -0.4245 7.0641 4.7332 0.2747 -0.0861 -0.3922
H -2.1519 7.4613 4.7853 -0.3259 0.3547 -0.6872
H -2.3428 6.6203 7.8212 0.3784 0.3006 0.5814
H -3.0709 5.0841 7.3323 -0.0303 0.5084 -0.3272
H -3.4914 6.6893 6.5220 -0.0525 -0.5284 0.1464
C 4.5317 -2.0382 -3.0562 -2.5390 0.0176 -0.3799
N 4.9791 -0.7256 -3.5349 0.0585 -1.0617 0.9313
C 5.5632 0.0078 -2.4537 -0.0972 0.6292 0.1405
P 5.5114 -0.6140 -5.0634 0.9796 -2.3998 -2.1991
O 5.3500 -1.9106 -5.7672 -0.2209 -0.3464 0.2556
N 4.7215 0.5337 -5.8990 -0.2639 -0.7312 0.1339
C 4.8453 0.4912 -7.3540 -0.3466 0.6269 0.5245
C 4.1781 1.6494 -5.2257 0.5110 1.7974 -1.2699
N 7.1171 -0.2081 -5.0738 0.4345 1.4290 0.8277
C 8.0568 -1.1760 -4.5156 -0.1310 -0.6522 -0.1715
C 7.6718 0.9768 -5.7759 -1.0181 -1.0138 0.7369
H 3.9344 -1.8283 -2.1083 0.5720 -0.6162 -1.2297
H 5.2653 -2.8049 -2.8780 1.0638 0.1683 0.4029
H 3.9232 -2.5317 -3.8531 -0.0119 0.5941 0.8063
H 6.0787 -0.6817 -1.7750 -0.1844 0.2591 0.0906
H 4.7534 0.5722 -1.9597 0.6549 -0.1847 0.2835
H 6.3101 0.6791 -2.8557 0.1590 0.4674 0.1233
H 5.2973 -0.4694 -7.6187 -0.1666 0.3168 -0.1439
H 3.8495 0.6110 -7.8162 0.3544 -0.1714 0.0898
H 5.4688 1.3423 -7.6452 0.0554 -0.1315 -0.4721
H 3.9372 1.4121 -4.2237 0.1040 -0.2311 1.1425
H 4.9180 2.4967 -5.2869 -0.8889 -0.2080 0.3075
H 3.2263 1.9525 -5.6606 -0.0325 0.2491 -0.3173
H 8.9173 -0.7204 -4.0303 -0.0681 0.3907 0.1104
H 7.5515 -1.8142 -3.7754 0.0307 0.3079 -0.1028
H 8.4644 -1.8941 -5.2469 -0.2272 0.3437 -0.1488
H 6.9161 1.7479 -5.9361 -0.1275 -0.3241 -0.0626
H 8.0111 0.5923 -6.7144 0.7083 0.4072 -0.8179
H 8.4358 1.4641 -5.1892 0.5641 -0.1430 0.1201
C -4.2755 2.0633 5.8441 -1.0807 -1.0077 -0.0914
N -3.7725 1.2838 4.7021 -0.5175 0.0685 0.4238
C -2.7074 1.9381 3.9785 0.5788 0.8282 -0.6861
P -4.7824 0.3173 3.7903 0.1700 -0.5512 0.6558
O -5.5825 0.8876 2.6804 0.3636 -0.0248 0.3263
N -3.6894 -0.8199 3.2083 -1.2696 0.8378 -1.0457
C -3.9847 -1.3973 1.9111 -0.0585 0.3375 -1.1339
C -2.8880 -1.7102 3.9595 0.5284 -0.2508 1.8381
N -5.7539 -0.3921 4.9509 -0.1192 -0.4311 -0.5105
C -5.2246 -1.1782 6.0378 -0.3638 -0.5727 1.0295
C -7.1982 -0.4011 4.8081 -0.8413 0.3291 -0.4961
H -4.8634 1.4283 6.5189 0.2503 0.0999 -0.1731
H -4.9100 2.8915 5.5890 -0.6747 0.4113 -0.7528
H -3.5141 2.5439 6.3951 1.4730 -0.0432 0.5211
H -1.6953 1.5525 4.2325 -0.5499 0.4750 0.1645
H -2.7990 3.0427 4.1175 0.4111 -0.8490 0.1876
H -2.8243 1.8117 2.8968 -0.0554 -0.2053 0.0926
H -4.6901 -2.2668 1.9258 0.7442 0.3097 0.3174
H -4.4785 -0.6688 1.2137 0.7482 -0.4661 0.8047
H -2.9703 -1.6810 1.5309 -1.0851 -0.1536 -0.2235
H -3.4217 -2.6637 4.2347 0.6245 0.6212 -0.3845
H -1.9678 -1.9042 3.4076 0.0265 -0.4318 -0.1617
H -2.5406 -1.2281 4.8911 -0.3171 -0.1855 -0.2022
H -4.8720 -2.2242 5.8221 -0.6948 0.7954 -0.1666
H -4.3667 -0.6903 6.4936 0.0925 0.1665 0.1084
H -6.0459 -1.2210 6.8023 0.8810 -0.1753 -0.4361
H -7.4175 0.1613 3.8762 -0.1432 -0.1112 0.8095
H -7.6641 0.0733 5.7073 0.1865 -0.1679 -0.7092
H -7.7042 -1.3951 4.6743 0.8860 0.4454 0.2097
C 1.8310 -5.1669 -5.6672 0.7600 0.5303 -2.6348
N 1.6029 -3.7158 -5.8167 1.7634 -1.0761 -1.2217
C 2.2256 -3.2579 -7.0930 1.0236 -0.0569 1.4622
P 0.1596 -3.1913 -5.2730 0.0458 0.1894 0.1585
O -0.1749 -3.6637 -3.9137 0.2441 0.4376 0.3600
N 0.2954 -1.5591 -5.5687 0.6453 -0.4773 0.0632
C -0.7985 -0.7971 -6.0176 -1.2513 1.0766 0.0770
C 1.2941 -0.7640 -4.9309 1.1765 1.2171 0.1103
N -0.9658 -3.7423 -6.3029 -2.3314 -0.4412 -0.8179
C -2.3345 -4.0735 -5.8242 -0.2054 1.0356 0.4091
C -0.7407 -3.9731 -7.7190 1.5416 0.5415 -0.1172
H 1.1342 -5.5452 -4.9684 -0.5229 -0.8239 0.6466
H 2.8719 -5.4096 -5.4358 -0.1207 0.2631 0.4894
H 1.7312 -5.5863 -6.7403 -0.3728 -0.0005 1.7043
H 1.9090 -2.2478 -7.2419 -0.2411 0.5208 -0.6118
H 2.0631 -3.9348 -7.9366 -0.5584 0.1459 0.0706
H 3.3237 -3.2277 -6.9752 -0.3383 0.0398 0.2466
H -0.9005 -0.0159 -5.2512 -0.7440 0.1128 -0.1787
H -0.6465 -0.2336 -6.9687 0.0067 -0.6790 0.2574
H -1.6961 -1.4328 -6.0301 0.3499 0.6338 -0.4130
H 2.0091 -1.4165 -4.4636 0.4913 -0.1401 0.2916
H 1.8659 -0.0980 -5.6373 -0.4627 -0.7259 0.1940
H 0.9200 -0.0363 -4.1654 -0.2071 -0.7767 -0.3246
H -2.5187 -3.4995 -4.8834 -0.0411 -0.5417 -0.9517
H -3.1279 -3.8317 -6.5927 0.9645 -0.0136 0.7740
H -2.4687 -5.1102 -5.5424 0.2163 -0.4392 -0.1331
H -1.6631 -3.8991 -8.2662 -0.5513 -0.6343 -0.0886
H -0.1669 -4.9165 -7.8637 -0.7328 0.4084 -0.3162
H -0.1484 -3.1629 -8.2016 -0.0681 -0.3892 0.5741
C 5.2947 -0.5107 1.0878 0.1070 1.0810 1.4114
C 5.2960 1.0145 0.9654 -0.7598 -0.3894 -0.9742
N 6.6055 1.6093 1.1168 0.4459 0.6628 -0.5207
C 6.4590 3.0540 1.0346 0.3660 1.4081 0.3275
C 6.0979 3.7054 2.4127 0.4011 1.0935 -0.0430
C 7.6491 1.1728 0.1926 -0.0242 -1.6702 0.1387
C 9.0498 1.3442 0.8173 1.4635 0.3521 -1.1236
H 5.8871 -0.9181 0.3135 0.7212 -0.6972 -0.5971
H 4.3198 -0.9691 0.9838 -0.4069 0.1424 0.1911
H 5.7366 -0.7250 2.0837 -0.2733 -0.3397 -0.6315
H 4.7515 1.3403 0.0327 0.7704 -0.3201 0.3438
H 4.6961 1.4712 1.7298 -0.4628 -0.0225 0.6957
H 7.4186 3.5200 0.6200 -1.1959 -0.6128 0.8432
H 5.6826 3.3069 0.2692 0.2582 0.0046 0.3827
H 5.1430 3.4169 2.8842 0.3306 -0.2720 -0.5056
H 6.8919 3.5568 3.1568 -0.1234 -0.4814 -0.2590
H 6.0595 4.8246 2.3755 -0.1178 -0.7508 -0.4961
H 7.5704 1.6176 -0.8306 0.1258 0.1651 0.6141
H 7.4483 0.0805 0.0109 0.6137 0.9701 0.1979
H 9.3582 2.3863 1.0213 -0.6717 -0.1932 -0.0002
H 9.8710 1.0371 0.1095 -0.9449 -0.0206 0.3340
H 9.2672 0.7942 1.7352 -0.6609 -0.1278 -0.0554
C 0.4006 -0.3585 6.8381 -1.1063 -0.0641 -0.5878
C 1.1672 -0.0365 5.5624 0.3737 -0.5085 0.0914
N 2.5515 -0.5942 5.6034 -0.7539 0.8435 -0.9456
C 2.5327 -2.0103 5.1873 -1.0342 0.0083 -0.3707
C 3.7700 -2.7533 5.6524 0.3152 0.1062 -0.3316
C 3.4616 0.1686 4.7354 0.4400 -0.4163 0.3105
C 4.0282 1.4586 5.3586 0.9654 -1.1417 -0.7733
H 1.0198 -0.0438 7.6538 -0.0648 0.3940 0.7418
H 0.1901 -1.4391 6.9867 0.3075 0.5074 -0.3262
H -0.6053 0.1420 6.7990 0.9943 -0.2048 0.3379
H 0.6380 -0.4727 4.7300 -0.3374 -0.3938 -0.7464
H 1.1500 1.0384 5.3173 0.3628 -0.2017 0.5755
H 2.3479 -2.1194 4.0741 0.4486 0.1969 0.6755
H 1.6119 -2.4405 5.6003 0.3237 -0.0580 0.2539
H 4.6068 -2.5232 5.0075 0.3578 0.1555 -0.2020
H 3.7247 -3.8368 5.6391 -0.4963 -0.1875 -0.0129
H 4.0524 -2.4323 6.6442 -0.0791 0.0651 0.3815
H 4.2169 -0.5725 4.5123 0.9670 0.3066 0.2040
H 3.1303 0.3633 3.7086 -0.9706 0.2212 -0.0768
H 4.6862 1.9468 4.6132 -0.0564 -0.3244 0.3629
H 3.2597 2.1791 5.5417 -0.5313 0.2174 0.6049
H 4.6271 1.1896 6.2488 -0.4784 0.4573 -0.2915
C 0.5167 -5.0685 4.2931 -0.1709 -0.1209 -0.7468
C 0.7772 -5.0845 2.7717 1.7627 0.9253 -0.3028
N 1.9334 -5.9499 2.3643 -1.1458 -0.8359 -0.4707
C 3.2741 -5.5763 2.8033 -1.3751 0.2730 0.7129
C 3.9186 -4.3608 2.1900 1.1853 0.0675 0.1308
C 1.7974 -6.4569 0.9784 -0.1458 1.3605 -0.7623
C 2.7249 -7.6085 0.6361 0.2773 -0.7543 -0.0934
H -0.2902 -4.3845 4.5868 -0.1889 -0.3230 -0.3690
H 1.3341 -4.7555 4.9216 0.6935 0.0337 -0.1059
H 0.2896 -6.0936 4.5274 -0.3142 -0.3716 0.6393
H -0.1155 -5.4840 2.2353 0.7387 0.6136 0.3212
H 1.0401 -4.0194 2.4632 -0.8088 -0.8331 -0.0524
H 3.1457 -5.3487 3.8557 0.1375 -0.1442 0.4297
H 3.9458 -6.4345 2.7605 -0.0885 -0.0440 -0.2163
H 4.2776 -4.6053 1.1950 -0.1409 0.4064 -0.3870
H 3.3432 -3.4378 2.2340 -0.3367 -0.1694 -0.2663
H 4.8156 -4.1430 2.7937 -0.0832 -0.0659 -0.2205
H 1.9545 -5.6288 0.2032 0.0287 -0.6249 0.7699
H 0.7497 -6.7557 0.7771 0.4668 -0.0437 0.5140
H 3.7118 -7.3532 0.2443 0.1957 0.4639 0.6167
H 2.3687 -8.2119 -0.1964 -0.6782 0.0721 -0.0338
H 2.8171 -8.3095 1.4766 0.1155 0.2592 -0.0797
C -0.0381 1.3743 1.4607 0.3329 0.8995 -0.2021
C 0.5049 0.0606 1.0392 -0.1756 -1.3809 -0.6071
N 0.2900 -0.2677 -0.3945 -0.4626 0.1285 1.2514
C 1.2986 -1.1727 -0.9742 -0.1756 1.2506 0.0953
C 1.5822 -2.4075 -0.1606 -0.2975 -0.1270 -0.3944
C -1.0974 -0.6621 -0.5752 -1.0970 -0.0487 -0.8671
C -1.4763 -0.8238 -2.0772 0.0432 0.1378 0.9998
H 0.3720 1.5854 2.4649 -0.5106 0.0670 -0.2674
H -1.1205 1.2988 1.4597 -0.1141 0.4769 0.2977
H 0.3003 2.1621 0.7592 -0.2943 -0.1620 0.3238
H 1.5563 0.0469 1.1638 1.3222 0.0109 0.3371
H 0.0916 -0.6833 1.7787 0.2808 -0.0270 -0.8243
H 2.2511 -0.5867 -1.0443 -0.6665 -0.3043 -0.3469
H 0.9032 -1.4017 -1.9866 0.6796 -0.0900 0.5225
H 0.6172 -2.8130 0.1649 0.5658 -0.2746 0.1450
H 2.2649 -2.2366 0.6700 -0.2723 0.1481 0.2170
H 2.0973 -3.0764 -0.8335 -0.0066 -0.7462 -0.0419
H -1.4410 -1.5223 0.0563 0.5561 0.0525 -0.5329
H -1.7396 0.1422 -0.2065 0.1890 0.2386 0.0793
H -2.5458 -0.8359 -2.2763 -0.1119 0.1584 0.4584
H -1.0468 0.0090 -2.6235 0.0606 0.1879 -0.1964
H -1.1126 -1.7350 -2.4992 0.4852 -0.7263 -0.3748
```
Forces are in eV/Å.

Highest occupied orbital energy ... -7.6404 eV
E ... -210395.00870 eV
Net charge ... 0